Entry from the OMol25 dataset: an isolated molecule of C22H29N3O4 (wB97M-V/def2-TZVPD).

Output
- Maximum force: 1.0 eV/A
- E_tot: -35944.989 eV
- Highest occupied orbital energy: -0.3091 hartree
- LUMO level: 0.6 eV
- Orbital gap: 9.0 eV
- Relative energy (zero: lowest compared OMol25 entry of this formula, charge and spin): 1.004 eV

The geometry in ORCA input format:
```
! RIJCOSX wB97M-V def2-TZVPD def2/J DEFGRID3
* xyz 0 1
C 4.23162 -0.48685 -0.98486
C 3.78946 -1.84760 -1.51444
O 2.49117 -1.84449 -2.08214
C 1.42523 -2.05568 -1.21415
O 1.26651 -0.99787 -0.28971
C 0.64540 0.12510 -0.77966
C 0.75857 1.32001 0.09635
O 0.24507 2.39142 -0.19158
N 1.47548 1.12007 1.22089
C 1.63098 2.15413 2.22733
C 0.37186 2.35385 3.00572
N 0.19122 2.04127 4.25572
C -1.11069 2.37945 4.53224
C -1.84038 2.26943 5.71054
C -3.15305 2.69059 5.69148
C -3.74176 3.21148 4.53669
C -3.03708 3.33161 3.35619
C -1.71670 2.91141 3.36653
N -0.73637 2.88611 2.41187
C -0.05427 0.16526 -1.91340
C -0.24822 -1.01868 -2.80162
C 0.47481 -0.84991 -4.13487
C 0.32832 0.40474 -4.94344
C 1.63930 0.07611 -4.29841
C 0.18237 -2.31118 -2.07954
C -0.95517 -2.97164 -1.28934
C -1.55090 -2.14820 -0.14813
C -2.79363 -2.83770 0.42196
O -3.83296 -2.95258 -0.51995
H 4.12453 0.26262 -1.76503
H 3.63259 -0.18729 -0.12952
H 5.27491 -0.53740 -0.68403
H 3.84147 -2.60205 -0.71662
H 4.44669 -2.15397 -2.33330
H 1.62917 -2.92915 -0.56631
H 1.72891 0.17222 1.45262
H 1.88361 3.08546 1.70856
H 2.43557 1.87526 2.90607
H -1.38444 1.86757 6.60102
H -3.74730 2.61852 6.59056
H -4.77383 3.52795 4.57154
H -3.49085 3.73550 2.46358
H -0.78841 3.13785 1.43348
H -0.49742 1.10726 -2.19398
H -1.32000 -1.10385 -3.03032
H 0.51017 -1.77514 -4.69803
H -0.24967 1.21950 -4.53651
H 0.24216 0.31135 -6.01574
H 2.46150 -0.24156 -4.92026
H 1.94011 0.66189 -3.44439
H 0.50829 -3.03340 -2.83492
H -0.58853 -3.91655 -0.88006
H -1.75878 -3.21266 -1.98952
H -0.82380 -2.02126 0.65420
H -1.83371 -1.15548 -0.50741
H -3.14033 -2.29197 1.31146
H -2.55629 -3.86256 0.71628
H -4.08254 -2.06831 -0.81166
*
```

***

Entry from the OMol25 dataset: an isolated molecule of C3H10N4 (wB97M-V/def2-TZVPD).

Output
- Maximum force: 2.0 eV/A
- E_tot: -9231.668 eV
- Highest occupied orbital energy: -0.2880 hartree
- LUMO level: 1.0 eV
- Orbital gap: 8.8 eV
- Relative energy (zero: lowest compared OMol25 entry of this formula, charge and spin): 1.916 eV

The geometry in ORCA input format:
```
! RIJCOSX wB97M-V def2-TZVPD def2/J DEFGRID3
* xyz 0 1
C 0.82625 -0.12943 1.06940
C -2.35773 -0.42121 -0.87314
C -0.88699 -0.44764 -0.54381
N 1.24249 1.58799 1.26406
N 1.87934 -0.41396 0.19694
N -0.05001 -0.69090 -1.57898
N -0.53448 -0.15757 0.66710
H 0.89124 -0.50889 2.09488
H 2.59764 -0.96874 0.65105
H 1.68564 1.91740 2.11839
H 0.38300 2.10928 1.10597
H 1.96774 1.22562 0.45445
H 0.94008 -0.78624 -1.30079
H -0.41416 -1.05818 -2.44159
H -2.92837 -0.16376 0.01464
H -2.56152 0.30701 -1.66208
H -2.68017 -1.40078 -1.23647
*
```

***

Entry from the OMol25 dataset: an isolated molecule of C2H3N3O (wB97M-V/def2-TZVPD).

Output
- Maximum force: 0.5 eV/A
- E_tot: -8636.331 eV
- Highest occupied orbital energy: -0.3273 hartree
- LUMO level: 0.7 eV
- Orbital gap: 9.6 eV
- Relative energy (zero: lowest compared OMol25 entry of this formula, charge and spin): 4.163 eV

The geometry in ORCA input format:
```
! RIJCOSX wB97M-V def2-TZVPD def2/J DEFGRID3
* xyz 0 1
O 0.26326 1.94087 0.49947
C -1.26480 0.09825 0.62405
N -1.13618 -1.18370 0.28085
N 0.03826 -1.31411 -0.41247
C 0.67687 -0.15950 -0.52988
N -0.11652 0.69045 0.10955
H -0.44655 2.12122 1.14958
H 0.39781 -2.22704 -0.64477
H 1.58787 0.03356 -1.07637
*
```

***

Entry from the OMol25 dataset: C6H8Br4FNO8S2 as an isolated structure (wB97M-V/def2-TZVPD).

Output
- Maximum force: 9.4 eV/A
- E_tot: -328767.587 eV
- Highest occupied orbital energy: -0.3762 hartree
- LUMO level: -2.3 eV
- Orbital gap: 8.0 eV

The geometry in ORCA input format:
```
! RIJCOSX wB97M-V def2-TZVPD def2/J DEFGRID3
* xyz 0 1
O -2.11990 1.62924 3.08761
N -1.00105 1.50444 2.55638
O -1.13413 1.81704 1.25567
C 0.12966 2.26717 0.65312
O 1.31315 2.50725 1.49319
S 2.39294 3.17557 0.30484
O 2.36921 4.74007 0.27290
O 3.82741 2.85391 0.78784
O 1.81593 2.33883 -1.10599
C 0.77314 1.38159 -0.60705
C 1.71501 0.07834 -0.23108
C 0.87916 -1.30090 0.06275
C 1.05604 -1.87261 1.61684
Br -0.58959 -3.02425 1.95698
S -0.40992 0.95892 -2.02470
O -0.62557 2.12929 -3.02676
O -1.82345 0.58190 -1.43772
F 0.10907 -0.45061 -2.91868
H -0.07499 3.35969 0.21941
H 2.47202 0.28046 0.63817
H 2.38078 -0.12241 -1.20115
H -0.26749 -1.24931 -0.16590
H 1.34772 -2.14394 -0.63924
H 1.98345 -2.57872 1.74799
H 1.04178 -1.02207 2.42199
C -3.49739 -3.57405 -1.02271
Br -3.44646 -5.39832 -1.69631
Br -2.02950 -2.50404 -1.71901
Br -5.22178 -2.73229 -1.34221
H -3.36525 -3.63019 0.06283
*
```

***

The lowest maximum force belongs to which entry?
C2H3N3O

***

Copy entry 4 word for word.
Entry from the OMol25 dataset: C6H8Br4FNO8S2 as an isolated structure (wB97M-V/def2-TZVPD).

Output
- Maximum force: 9.4 eV/A
- E_tot: -328767.587 eV
- Highest occupied orbital energy: -0.3762 hartree
- LUMO level: -2.3 eV
- Orbital gap: 8.0 eV

The geometry in ORCA input format:
```
! RIJCOSX wB97M-V def2-TZVPD def2/J DEFGRID3
* xyz 0 1
O -2.11990 1.62924 3.08761
N -1.00105 1.50444 2.55638
O -1.13413 1.81704 1.25567
C 0.12966 2.26717 0.65312
O 1.31315 2.50725 1.49319
S 2.39294 3.17557 0.30484
O 2.36921 4.74007 0.27290
O 3.82741 2.85391 0.78784
O 1.81593 2.33883 -1.10599
C 0.77314 1.38159 -0.60705
C 1.71501 0.07834 -0.23108
C 0.87916 -1.30090 0.06275
C 1.05604 -1.87261 1.61684
Br -0.58959 -3.02425 1.95698
S -0.40992 0.95892 -2.02470
O -0.62557 2.12929 -3.02676
O -1.82345 0.58190 -1.43772
F 0.10907 -0.45061 -2.91868
H -0.07499 3.35969 0.21941
H 2.47202 0.28046 0.63817
H 2.38078 -0.12241 -1.20115
H -0.26749 -1.24931 -0.16590
H 1.34772 -2.14394 -0.63924
H 1.98345 -2.57872 1.74799
H 1.04178 -1.02207 2.42199
C -3.49739 -3.57405 -1.02271
Br -3.44646 -5.39832 -1.69631
Br -2.02950 -2.50404 -1.71901
Br -5.22178 -2.73229 -1.34221
H -3.36525 -3.63019 0.06283
*
```

***

Number 4 is which compound?
C6H8Br4FNO8S2